1.
C24H39Br8N3O | the ωB97M-V functional and the def2-TZVPD basis

Highest occupied orbital energy, Eh: -0.294
SMILES: c1cc[nH]c1.c1cc[nH]c1.c1cc[nH]c1.C1CCOC1.BrCCBr.BrCCBr.BrCCBr.BrCCBr
Kohn-Sham gap, eV: 8.35
Total charge: 0
2S+1: 1
LUMO energy, eV: 0.3
Calculated total energy, eV: -592377.379

```
75
Properties=species:S:1:pos:R:3:forces:R:3
Br -5.4812 1.5512 5.4175 0.430 0.257 -0.247
Br -1.4556 4.1623 -3.8066 -0.091 0.212 0.163
Br -0.1629 5.5613 0.4638 -0.292 -0.112 -0.546
Br -2.1502 2.0805 1.3279 0.047 -0.247 -0.395
Br -2.2737 0.6124 6.7723 0.140 -0.218 -0.300
Br -0.5864 -4.5059 1.9879 0.135 0.131 -0.452
Br -1.9889 -2.7127 -0.8280 0.203 -0.687 -0.268
Br 0.2732 0.3085 2.9137 0.368 0.032 -0.319
O 0.2874 -0.3816 -2.4570 0.684 -0.268 -0.698
N 3.0902 4.7636 -1.6635 1.032 0.195 -0.654
N -5.8603 -2.3301 2.8126 0.866 0.118 0.230
N 4.8547 -1.7370 0.2570 0.291 -0.567 -0.801
C -0.0536 -4.6024 0.1034 0.179 0.066 -0.079
C 4.6695 -3.0963 0.2602 -0.698 0.424 0.521
C -0.7602 5.2209 -2.3477 1.817 0.512 0.369
C 1.2420 -1.4515 -2.4648 -0.187 -0.091 0.112
C -3.6847 -2.1557 2.2964 -0.700 -0.335 -0.017
C 2.9034 -2.0888 1.2735 0.606 1.376 -0.585
C -3.6653 2.0911 4.8168 -0.898 0.036 0.173
C 2.6876 3.8822 -0.7296 -0.565 -1.189 1.129
C 3.7725 -1.1167 0.7901 -0.368 0.077 0.888
C -4.2246 -3.3567 1.7695 0.112 -1.257 0.090
C 0.6427 0.4135 -3.6031 0.043 0.047 -0.090
C 1.1953 -0.5264 -4.6932 -0.363 -0.461 0.077
C -0.8644 4.4748 -1.0421 -0.726 0.393 0.434
C 4.2662 2.9137 -1.9811 -0.116 -0.856 0.374
C 4.1093 4.1936 -2.4090 -0.567 0.285 -0.040
C 3.3671 2.6923 -0.8790 0.344 1.121 -0.672
C -0.9299 0.8719 0.3574 0.235 0.601 0.214
C 0.4261 0.8464 1.0427 -0.437 -0.491 -0.352
C 1.4260 -1.8418 -3.9277 -0.498 0.184 0.262
C -4.7271 -1.5527 2.9484 -0.837 0.620 0.142
C -2.7029 0.9197 4.8934 -0.315 1.569 0.282
C 3.4642 -3.3102 0.8953 0.250 -1.513 -0.025
C -5.5377 -3.4728 2.1413 -0.154 0.412 -0.005
C -1.2239 -4.5341 -0.8402 -0.625 -0.062 0.306
H -1.1060 6.2524 -2.3259 -0.920 -0.333 -0.031
H -4.8455 -0.6229 3.4868 0.250 -0.020 -0.162
H 1.4261 1.1252 -3.3379 -0.054 0.238 0.222
H 2.7702 5.7045 -1.7920 -0.073 0.072 0.249
H -3.1133 0.0144 4.4659 0.257 -0.069 -0.031
H 2.0937 -0.1717 -5.1946 0.015 0.252 0.208
H 2.3859 -2.3217 -4.1034 -0.052 -0.057 -0.125
H 3.3086 1.8562 -0.2047 -0.103 -0.147 -0.198
H 3.7233 -0.0428 0.8763 0.096 -0.062 0.041
H -1.4125 -0.0917 0.2603 -0.018 -0.107 0.312
H -1.8219 1.3081 4.3844 0.241 -0.659 0.106
H 0.4476 -0.7105 -5.4641 0.032 0.159 -0.071
H -6.2812 -4.2506 2.0741 0.211 -0.092 -0.361
H -3.4074 2.9430 5.4406 0.211 -0.316 0.308
H 1.9624 4.1079 0.0392 0.109 0.249 -0.270
H 4.8892 2.1691 -2.4519 0.234 0.126 0.160
H 0.6272 -3.7822 -0.1143 0.125 -0.037 0.340
H 2.0303 -1.8690 1.8621 -0.202 -0.213 -0.080
H 0.8371 -2.2851 -1.8924 -0.038 0.159 0.202
H 0.5944 -2.5029 -4.1753 0.291 -0.313 -0.099
H 0.3074 5.3840 -2.5308 -0.075 -0.416 -0.345
H -1.9964 -5.2467 -0.5501 -0.174 0.319 0.146
H 1.0398 0.0907 0.5524 0.010 -0.059 0.047
H -3.7733 2.5229 3.8227 -0.098 -0.554 -0.196
H 3.0568 -4.2902 1.1040 0.006 0.070 -0.011
H -2.6579 -1.8557 2.1931 0.035 0.265 0.126
H 0.4781 -5.5476 0.0212 -0.055 -0.022 -0.127
H -0.3055 3.5453 -1.0337 0.083 0.031 -0.091
H -0.2572 0.9356 -3.9204 0.057 0.151 0.060
H 5.6645 -1.3181 -0.1619 -0.138 0.341 0.018
H 2.1811 -1.1318 -2.0074 0.123 0.121 0.084
H -0.9844 -4.7889 -1.8706 0.384 0.326 0.009
H 5.3794 -3.7818 -0.1651 0.075 0.031 0.025
H -1.9010 4.2959 -0.7726 0.057 -0.154 0.052
H -6.7706 -2.1078 3.1638 -0.011 0.111 0.158
H 0.9342 1.8026 0.9559 -0.084 0.095 0.354
H 4.6434 4.7518 -3.1581 -0.173 -0.015 -0.130
H -3.6792 -4.1599 1.2984 0.067 0.182 -0.117
H -0.8119 1.2836 -0.6424 -0.042 0.031 -0.004
```
Forces are in eV/Å.

Atomic partial charges in e from the Löwdin method, atoms 1 to 4: number 1, Br, carries 0.57; number 2, Br, carries 0.66; number 3, Br, carries 0.63; number 4, Br, carries 0.65

2.
C40H43N11O3PbS3 | the ωB97M-V functional and the def2-TZVPD basis

Energy relative to the best compared isomer or geometry (same formula, charge and spin), kcal/mol: 53.84
Highest occupied orbital energy, Eh: -0.414
Kohn-Sham gap, eV: 6.30
Total charge: +2
2S+1: 1
LUMO energy, eV: -5.0
Calculated total energy, eV: -102452.466

```
101
Properties=species:S:1:pos:R:3:forces:R:3
Pb 13.5739 11.0776 11.7193 -1.029 0.485 -0.254
S 13.1383 15.6765 10.8830 -0.604 -0.985 -0.056
S 10.3413 12.0900 13.5487 0.408 -1.283 -0.921
S 11.9498 8.8670 12.4498 -0.189 -0.638 0.278
O 19.1705 6.9727 13.1930 -0.175 -0.236 -0.063
O 20.3665 9.4590 9.4522 -0.509 0.203 -1.603
O 12.8721 16.7283 11.8815 -0.192 0.376 0.898
N 10.0735 8.6886 14.2891 -0.165 -0.639 -0.743
N 15.6333 10.7968 10.2552 0.980 -0.229 0.255
N 13.1025 8.9209 9.4564 -1.948 -0.976 -0.934
N 9.6086 9.7059 8.1187 1.580 0.043 0.221
N 11.9214 7.7510 7.9770 1.330 -0.554 -1.334
N 11.6785 14.6822 14.3893 0.777 0.601 0.592
N 10.7718 10.9354 9.5847 0.449 -2.244 -1.091
N 11.9287 12.6203 13.3270 1.333 0.015 0.661
N 12.0831 7.5784 14.8128 -0.581 0.283 -0.593
N 15.4014 10.0647 13.0740 0.490 -0.306 0.013
N 14.5974 13.2129 13.0171 0.918 0.841 -0.850
C 11.5108 15.0213 10.3146 0.784 0.182 0.458
C 8.2361 15.6147 15.3996 -1.215 -0.617 -0.191
C 14.7390 17.8077 7.1739 -0.103 -0.112 0.868
C 16.0714 8.3489 14.6282 -0.598 0.347 1.011
C 14.4916 14.7698 14.8623 -0.188 -0.843 -0.957
C 12.4321 13.6770 13.8913 -1.151 -0.486 -0.621
C 15.2833 9.4049 14.2522 -0.850 0.668 -0.516
C 7.4615 14.5243 14.9534 2.248 0.108 -0.686
C 15.8789 11.0969 8.9797 0.339 -0.120 -0.079
C 17.1124 10.8726 8.3943 -0.116 0.304 -1.614
C 9.2375 8.0659 15.3024 0.389 -1.361 1.166
C 18.1449 6.8883 14.1491 -0.885 0.878 0.309
C 18.1829 10.3851 9.1014 0.396 -0.569 1.250
C 10.7981 9.7837 8.8446 -1.402 2.101 0.830
C 15.8423 15.0215 14.7243 0.243 -0.222 0.212
C 17.9522 10.0909 10.4713 0.439 1.161 -0.829
C 15.8667 13.6218 12.7542 -0.713 -0.135 1.488
C 9.6055 15.6649 15.2566 1.388 -1.520 -1.685
C 14.2473 16.5034 7.0883 -0.350 0.050 0.592
C 14.6924 18.4425 8.4270 -1.099 -1.171 0.115
C 13.6627 16.5088 9.4314 -0.467 0.276 -1.152
C 16.6657 10.2776 10.9791 0.120 0.473 -1.897
C 9.5314 13.4730 14.1213 -0.188 3.020 1.120
C 10.2847 14.6147 14.5306 -2.336 0.304 1.492
C 11.9117 8.8307 8.7639 2.088 0.440 1.836
C 9.5970 11.5618 9.2861 0.268 -0.402 -0.484
C 16.5204 14.5160 13.6058 -0.699 0.191 -0.497
C 8.8794 10.8582 8.3343 0.874 -0.243 0.551
C 13.7137 15.8607 8.2021 0.308 -0.529 -0.361
C 13.8508 7.7970 9.0366 -0.507 2.025 0.321
C 13.9037 13.8946 13.9252 0.122 0.052 0.215
C 19.5450 10.1612 8.4648 -0.461 -1.371 1.392
C 8.1405 13.4856 14.2948 0.320 1.019 0.376
C 13.2367 7.1783 8.0112 -2.298 -0.005 0.499
C 11.3222 8.3450 13.9596 0.748 -0.356 0.720
C 16.4148 9.6964 12.2706 -0.190 -1.412 1.882
C 15.3253 18.4687 5.9688 -0.041 0.256 -0.525
C 14.0399 17.8370 9.5220 0.701 0.272 0.099
C 17.2591 8.6269 12.6229 -0.855 1.389 -0.291
C 17.1030 7.9741 13.8044 1.648 -1.306 0.367
H 16.3576 13.1629 11.9041 0.035 0.034 0.050
H 11.0591 14.5032 11.1794 0.203 0.210 -0.419
H 10.9162 15.8677 9.9830 -0.133 -0.044 -0.051
H 16.3493 15.5655 15.5244 0.000 0.131 -0.577
H 19.4388 9.6437 7.4936 0.076 -0.068 0.565
H 11.7475 14.3246 9.5094 -0.314 -0.032 0.033
H 12.1546 15.5754 14.5712 -0.614 -0.656 -0.225
H 8.0378 11.1017 7.7135 -0.300 -0.072 0.281
H 11.6690 7.1656 15.6586 0.429 0.287 -0.758
H 11.1812 7.4811 7.3330 0.539 0.076 0.203
H 15.1278 19.4002 8.5574 0.107 0.901 -0.024
H 17.1982 11.0894 7.3076 0.049 -0.139 0.879
H 16.4254 18.4050 6.0544 -0.403 -0.225 -0.591
H 14.7720 7.5673 9.5498 0.139 0.070 -0.380
H 7.6738 16.4408 15.7862 0.159 0.410 0.494
H 6.3930 14.5158 15.0190 -0.303 0.055 0.106
H 9.4029 12.4959 9.7864 -0.355 0.065 -0.254
H 18.7782 9.8491 11.1637 -0.559 0.006 -0.943
H 14.4900 9.7572 14.9145 0.123 -0.109 -0.266
H 18.0413 8.3882 11.9546 0.448 -0.625 -0.191
H 13.4940 6.3787 7.3547 0.055 -0.423 -0.008
H 10.2228 16.4922 15.6047 -0.365 -0.012 -0.028
H 17.5922 5.9447 14.1691 0.296 -0.263 -0.158
H 14.2722 15.9758 6.1505 -0.029 -0.029 -0.263
H 12.9582 7.1862 14.4286 -1.034 0.460 0.465
H 18.5406 7.0703 15.1598 -0.197 0.006 -0.134
H 19.7529 6.2158 13.2732 0.135 -0.151 0.060
H 9.3951 8.5482 16.2792 -0.367 0.121 -0.350
H 17.4786 14.9051 13.3117 0.413 -0.204 0.262
H 7.5669 12.7297 13.8289 -0.475 -0.996 -0.191
H 14.8847 18.0133 5.0352 0.926 0.435 0.884
H 13.8276 18.3425 10.4761 0.504 -0.083 -0.535
H 15.1129 19.5485 5.9419 -0.111 -0.367 0.069
H 19.9675 11.1089 8.2714 0.651 1.208 -0.290
H 20.9555 8.8721 8.9538 -0.080 0.223 0.324
H 13.8936 15.1789 15.6612 0.118 0.081 0.107
H 9.5736 9.1201 13.5122 0.372 0.056 0.414
H 8.1776 8.0979 14.9981 0.618 0.111 0.215
H 15.8614 7.9118 15.6037 0.294 -0.097 -0.235
H 9.3910 8.9511 7.4783 -0.204 0.468 0.108
H 13.3365 14.8347 8.0846 0.271 0.426 0.104
H 15.1226 11.4949 8.3044 -0.365 -0.048 0.698
H 9.5088 6.9718 15.5078 -0.340 1.309 -0.711
```
Forces are in eV/Å.

Atomic partial charges in e from the Löwdin method, atoms 1 to 4: number 1, Pb, carries 1.24; number 2, S, carries 0.87; number 3, S, carries 0.94; number 4, S, carries 0.50

3.
C3H5NO2 | the ωB97M-V functional and the def2-TZVPD basis

Energy relative to the best compared isomer or geometry (same formula, charge and spin), kcal/mol: 48.73
Highest occupied orbital energy, Eh: -0.358
SMILES: O=C1NC[C@@H]1O
Kohn-Sham gap, eV: 10.33
Total charge: 0
2S+1: 1
LUMO energy, eV: 0.6
Calculated total energy, eV: -8775.582

```
11
Properties=species:S:1:pos:R:3:forces:R:3
O 0.7797 1.0931 -1.9972 0.534 -0.081 -0.271
O -0.9885 -1.2931 -0.8126 -2.014 -3.200 -0.167
N 1.0578 0.8498 0.3108 -0.405 0.080 1.016
C -0.7030 -0.0718 -0.3488 -0.796 2.090 1.741
C 0.1607 -0.1161 0.9697 2.554 -1.981 -3.481
C 0.5119 0.6825 -0.9059 -1.302 0.342 -1.667
H 2.0309 0.9141 0.4483 1.132 0.349 0.365
H 0.7605 -1.0942 1.0830 -1.518 1.102 -0.106
H -0.3257 0.1415 1.7982 -1.502 1.408 3.631
H -1.6330 -1.7497 -0.1720 1.453 1.067 -1.571
H -1.6512 0.6439 -0.3736 1.866 -1.176 0.511
```
Forces are in eV/Å.

Atomic partial charges in e from the Löwdin method, atoms 1 to 4: number 1, O, carries 0.11; number 2, O, carries -0.01; number 3, N, carries 0.10; number 4, C, carries -0.32

4.
C18H13Cl4N2PS | the ωB97M-V functional and the def2-TZVPD basis

Highest occupied orbital energy, Eh: -0.306
SMILES: S=P(Nc1ccc(Cl)c(Cl)c1)(Nc1ccc(Cl)c(Cl)c1)c1ccccc1
Kohn-Sham gap, eV: 8.23
Total charge: 0
2S+1: 1
LUMO energy, eV: -0.1
Calculated total energy, eV: -92070.289

```
39
Properties=species:S:1:pos:R:3:forces:R:3
Cl -0.8968 -3.6675 1.4340 -0.657 0.108 1.624
Cl -1.6267 -0.6571 -4.8266 0.054 1.304 1.413
Cl -4.4559 -1.5251 -4.0608 0.310 0.670 1.036
Cl 0.0292 -5.4755 -0.7592 0.325 0.227 -0.074
S 0.9573 2.9751 -1.5194 0.009 -0.923 1.313
P 0.6754 1.5173 -0.1292 0.140 4.791 -1.858
N -1.0746 1.3705 0.0291 2.277 -2.504 -1.784
N 1.7014 0.2985 -0.7310 -1.540 -0.901 0.721
C 1.6104 -1.9125 -1.7599 -1.230 -0.369 0.915
C -2.2712 -0.0415 -3.2524 -0.062 -1.371 0.069
C 2.1022 2.1928 4.3020 -1.209 1.087 -1.096
C 2.2906 1.1303 2.1101 -0.794 -0.725 -0.384
C -1.5015 0.5853 -2.2431 0.644 -0.826 -1.418
C 0.5741 -1.5941 0.4178 0.230 -0.540 -0.205
C 2.6669 1.2969 3.4383 2.120 -1.829 0.836
C 0.9051 3.0427 2.3350 -2.173 0.792 -1.271
C 1.3680 1.9755 1.5413 -0.983 -0.414 -0.371
C 1.2471 -3.2792 -1.8591 -0.256 1.806 4.024
C -3.1685 0.1492 -0.5374 -0.227 0.029 -0.529
C 1.2635 -1.0238 -0.6352 0.764 -3.798 -1.825
C -1.9209 0.7177 -0.9481 -1.097 0.221 1.875
C -3.5173 -0.5719 -2.8968 1.133 0.061 0.568
C 0.5965 -3.8365 -0.6743 0.515 1.560 -1.573
C -3.8803 -0.5348 -1.5203 0.317 0.411 -2.031
C 0.2419 -3.0014 0.3923 0.436 1.016 -1.775
C 1.1658 3.0598 3.6768 1.311 -0.023 0.910
H 2.3008 2.3157 5.3751 0.155 -0.355 -0.682
H 2.0572 -1.3860 -2.5750 0.442 -0.126 -0.674
H 0.3268 -0.9007 1.2179 -0.418 -0.694 0.339
H 0.7650 3.8302 4.2866 -0.554 0.642 0.299
H -0.4597 0.8351 -2.3928 -0.178 0.330 -0.733
H 0.1760 3.8293 1.9222 1.255 -1.337 0.484
H 2.5284 0.2241 1.5419 0.616 0.466 0.424
H -1.5119 1.8638 0.7526 -0.461 0.524 1.292
H -4.7376 -1.1513 -1.4596 -1.080 -0.116 1.394
H 1.4972 -3.9784 -2.6120 0.236 -0.069 -1.002
H -3.6335 0.2329 0.4766 0.956 -0.155 -0.899
H 3.4710 0.6137 3.7876 -0.722 0.435 -0.055
H 2.1385 0.4807 -1.6448 -0.602 0.595 0.703
```
Forces are in eV/Å.

Atomic partial charges in e from the Löwdin method, atoms 1 to 4: number 1, Cl, carries 0.71; number 2, Cl, carries 0.59; number 3, Cl, carries 0.62; number 4, Cl, carries 0.65